No. 1
Formula: C27H32N4O4
Source: the Open Molecules 2025 dataset
Level of theory: ωB97M-V/def2-TZVPD

```
67
Properties=species:S:1:pos:R:3:forces:R:3:mulliken_charge:R:1
C 8.331035 1.159273 -0.233872 -0.006 -0.044 -0.067 -1.45
C 6.920653 0.826875 0.146161 -0.042 0.061 0.011 1.04
C 6.616753 -0.395007 0.735838 -0.021 0.022 -0.002 -0.69
C 5.315783 -0.714954 1.072287 -0.015 0.036 -0.010 -0.44
C 4.280595 0.179286 0.824274 -0.023 0.018 -0.068 -0.13
C 2.867910 -0.182618 1.175119 -0.224 0.039 0.254 -0.06
N 2.497576 -1.440957 0.551362 0.302 0.189 -0.010 0.04
C 1.385424 -2.111851 0.912223 0.458 -0.381 -0.253 -0.02
O 0.629718 -1.694891 1.770726 -0.281 0.091 0.356 -0.66
C 1.192275 -3.445375 0.203127 -0.326 -0.027 0.090 -0.52
C -0.286675 -3.731106 -0.056601 0.079 0.179 -0.092 -0.55
C -0.831177 -2.886383 -1.208522 -0.183 -0.510 -0.051 -1.30
N -0.657104 -1.463901 -0.943117 0.009 -0.158 -0.177 0.21
C 0.410069 -0.811232 -1.534085 0.032 0.085 -0.192 0.32
O 1.177308 -1.395899 -2.275822 0.010 0.046 -0.071 -0.70
C 0.505680 0.609547 -1.213963 0.032 0.404 0.122 0.52
C 1.443719 1.400842 -1.878739 -0.157 -0.123 0.097 -0.08
C 1.556910 2.740343 -1.582936 0.035 0.038 -0.063 -1.08
C 0.720297 3.301031 -0.622595 0.053 -0.123 -0.018 -0.73
C -0.207589 2.534293 0.051079 -0.071 -0.022 0.109 -1.30
C -0.317991 1.168155 -0.226743 0.520 0.114 -0.510 1.13
N -1.219552 0.356421 0.426666 -0.131 -0.205 0.092 0.83
C -1.909026 0.809125 1.622322 -0.240 0.140 0.209 -1.66
C -3.200085 1.567112 1.268549 0.449 -0.426 0.202 0.87
O -3.302147 2.771448 1.388645 0.042 0.489 0.081 -0.72
N -4.154453 0.751240 0.807102 -0.299 -0.347 -0.063 -0.02
C -5.447127 1.199998 0.340249 -0.015 0.327 0.088 -0.14
C -5.623824 0.893521 -1.164492 -0.109 0.063 -0.093 -0.66
C -6.829875 -0.046000 -1.269825 0.047 -0.097 -0.039 -0.60
C -6.894590 -0.719360 0.098047 -0.191 0.134 -0.019 -0.53
C -6.572766 0.429731 1.048550 0.035 -0.067 -0.013 -0.95
C -1.495128 -0.919461 0.006531 -0.142 0.395 -0.029 0.15
O -2.452602 -1.536565 0.436099 -0.045 -0.332 0.146 -0.78
C 4.579373 1.398147 0.233249 -0.083 -0.083 0.071 -0.25
C 5.884076 1.717561 -0.098073 0.109 -0.039 0.024 -0.89
H 8.467254 2.234179 -0.322885 0.069 0.059 -0.009 0.37
H 9.031264 0.773719 0.503955 0.092 0.014 0.020 0.38
H 8.574401 0.705449 -1.195165 0.093 0.012 -0.049 0.28
H 7.410486 -1.100581 0.935901 0.093 -0.069 0.036 0.38
H 5.096219 -1.666008 1.536136 -0.018 -0.112 0.054 0.46
H 2.184374 0.615418 0.860479 0.086 -0.050 0.101 -0.16
H 2.749735 -0.310169 2.257844 -0.012 0.097 -0.134 0.34
H 3.024574 -1.723373 -0.259968 -0.140 -0.088 0.004 0.41
H 1.753703 -3.461713 -0.731696 0.076 -0.044 0.028 0.35
H 1.596396 -4.214478 0.866426 0.065 0.050 -0.008 0.42
H -0.427602 -4.783236 -0.306513 -0.020 -0.009 0.019 0.48
H -0.852674 -3.507630 0.849556 0.006 -0.120 -0.035 0.30
H -1.897961 -3.078771 -1.339742 0.150 0.040 -0.047 0.37
H -0.293270 -3.100341 -2.134074 -0.138 0.043 0.122 0.51
H 2.066148 0.927637 -2.622645 0.062 -0.047 -0.056 0.53
H 2.279389 3.353701 -2.098826 0.062 0.052 -0.058 0.43
H 0.789822 4.355467 -0.401341 -0.018 0.090 0.034 0.45
H -0.868564 3.003426 0.760998 -0.116 0.022 0.098 0.50
H -2.148562 -0.078604 2.212278 0.086 0.148 -0.057 0.44
H -1.243485 1.452723 2.197781 -0.110 -0.035 -0.088 0.61
H -3.943149 -0.238393 0.727287 0.169 0.138 0.059 0.24
H -5.486818 2.271154 0.551440 -0.011 -0.168 -0.036 0.55
H -5.765245 1.802965 -1.745462 0.072 0.025 -0.054 0.32
H -4.724269 0.398635 -1.534017 0.027 0.045 -0.020 0.12
H -6.724847 -0.759625 -2.085411 -0.073 0.010 -0.075 0.37
H -7.740825 0.530953 -1.435975 -0.068 -0.015 -0.029 0.29
H -6.130016 -1.494182 0.171985 0.042 -0.115 0.012 0.21
H -7.864946 -1.170542 0.298359 0.012 -0.119 0.029 0.38
H -7.444839 1.074661 1.159320 -0.068 0.019 0.012 0.34
H -6.263760 0.094110 2.037083 -0.030 0.089 0.075 0.36
H 3.784407 2.102244 0.033201 -0.091 0.046 -0.020 0.41
H 6.099217 2.672844 -0.555110 0.041 0.107 -0.043 0.36
```
Forces are in eV/Å.

Its largest force on an atom is 0.0143 Eh/bohr. The spin multiplicity is 1. The value obtained for the frontier orbital gap is 9.014 eV. The SMILES is Cc1ccc(CNC(=O)CCCn2c(=O)c3ccccc3n(CC(=O)NC3CCCC3)c2=O)cc1. The value obtained for the energy above the lowest of the compared OMol25 structures with the same formula, charge and spin is 0.000 eV. The total energy comes out at -1568.19448 Eh.

=====

No. 2
Formula: C5H6N4
Source: the Open Molecules 2025 dataset
Level of theory: ωB97M-V/def2-TZVPD

```
15
Properties=species:S:1:pos:R:3:forces:R:3:mulliken_charge:R:1
H 0.352058 3.203730 -0.378037 -0.622 1.025 -0.151 0.25
N 0.843625 2.344634 -0.386633 0.326 -1.052 0.109 -0.67
C 0.079316 1.371195 -0.135443 -0.857 0.754 0.580 0.56
C -1.444579 1.191166 0.188328 -2.777 0.741 0.296 -0.39
N -1.688689 -0.297897 0.119996 1.785 0.004 0.431 -0.64
C -0.488183 -0.810109 0.144152 -2.687 0.443 -0.580 0.28
C 0.164702 -2.162940 0.073526 -1.588 -1.265 -0.831 -0.36
N 1.552262 -1.891579 -0.144988 1.127 0.604 -0.891 -0.57
C 1.709413 -0.625526 -0.241656 1.422 -0.568 0.623 0.02
N 0.540818 0.076122 -0.006748 0.555 0.651 -0.128 0.09
H -1.793212 1.471504 1.249381 1.381 -0.265 -1.111 0.25
H -2.314176 1.869685 -0.356140 2.673 -1.895 0.452 0.27
H 0.094700 -2.789967 0.953753 -0.357 0.128 0.443 0.27
H -0.321157 -2.802968 -0.743911 0.830 0.935 0.859 0.25
H 2.713102 -0.147048 -0.335580 -1.211 -0.243 -0.101 0.39
```
Forces are in eV/Å.

Its largest force on an atom is 0.0643 Eh/bohr. The spin multiplicity is 1. The value obtained for the frontier orbital gap is 9.678 eV. The SMILES is [H]/N=C1\CN=C2CN=CN21. The value obtained for the energy above the lowest of the compared OMol25 structures with the same formula, charge and spin is 0.501 eV. The total energy comes out at -413.10524 Eh.

=====

No. 3
Formula: C14H40CdO8S6
Source: the Open Molecules 2025 dataset
Level of theory: ωB97M-V/def2-TZVPD

```
69
Properties=species:S:1:pos:R:3:forces:R:3:mulliken_charge:R:1
Cd 0.265952 2.152566 1.940955 -0.135 -0.377 -0.121 1.00
O 0.672431 1.906152 -0.119954 0.093 -0.126 -0.027 -0.95
C 0.019470 0.698366 -0.375608 -0.275 0.219 -0.187 0.41
C 0.009463 -0.295438 0.789754 0.425 -0.971 0.249 2.26
O -0.290911 0.192787 2.083911 -0.276 0.287 -0.275 -1.27
H 0.487691 0.159923 -1.213879 -0.042 0.015 -0.064 -0.35
H -1.035734 0.892581 -0.663814 0.045 -0.041 -0.042 0.11
H 0.991493 -0.791673 0.823271 0.083 0.244 -0.010 -0.83
H -0.676697 -1.118439 0.523706 -0.193 0.221 0.078 -0.41
C 2.025910 6.437719 2.343726 0.038 0.340 -0.111 -1.02
S 2.150677 4.711745 1.942342 -0.032 0.074 -0.240 0.60
O 0.711708 4.203686 2.020105 0.021 0.541 0.605 -0.60
C 2.421020 4.859556 0.181866 0.278 -0.263 0.088 -0.78
H 1.288343 6.911152 1.696104 0.012 -0.050 -0.029 0.32
H 3.014413 6.870298 2.180068 -0.040 0.021 -0.010 0.41
H 1.746647 6.581817 3.383940 -0.007 -0.248 0.052 0.35
H 3.275305 5.509446 -0.003202 -0.051 0.054 -0.012 0.46
H 1.500199 5.219711 -0.271273 0.011 0.095 0.011 0.30
H 2.641552 3.853529 -0.175100 -0.145 -0.015 -0.065 0.14
C -0.703876 -3.983541 -0.808191 -0.372 -0.222 0.120 -0.87
S 0.189792 -3.183292 -2.142777 -0.051 0.707 0.325 0.73
O 0.323465 -4.196811 -3.194497 0.218 -0.626 -0.562 -0.71
C -1.176718 -2.144146 -2.672710 -0.553 0.139 0.102 -0.91
H -1.296428 -3.292598 -0.208318 0.264 0.172 0.064 0.03
H 0.007990 -4.529238 -0.192575 -0.014 -0.007 0.014 0.29
H -1.398393 -4.677215 -1.287161 0.122 -0.071 -0.030 0.48
H -2.088208 -2.744734 -2.673870 0.012 -0.021 -0.073 0.49
H -0.984607 -1.805997 -3.688360 0.207 -0.038 0.008 0.37
H -1.314969 -1.279978 -2.018264 0.136 -0.063 0.057 0.05
C -0.728192 1.302252 -4.074780 0.471 -0.565 -0.013 -0.65
S -1.296146 2.970919 -4.296006 0.391 0.310 0.179 0.42
O -2.556366 2.863364 -5.058636 -0.463 0.056 -0.362 -0.63
C -1.810956 3.287616 -2.598826 -0.072 -0.341 -0.297 -0.44
H 0.151777 1.256990 -3.428857 -0.148 0.120 0.160 0.22
H -0.420872 0.923664 -5.050095 -0.118 0.136 -0.084 0.44
H -1.534299 0.670782 -3.702898 -0.061 0.117 0.118 0.14
H -2.227991 4.291587 -2.610946 0.036 0.033 0.154 0.39
H -0.991125 3.170318 -1.891199 0.071 0.050 0.043 -0.06
H -2.602534 2.557359 -2.424070 -0.036 0.075 0.207 0.16
C 3.248934 -2.124964 0.432915 0.173 -0.095 0.612 -0.34
S 4.327105 -1.984428 -0.978411 0.217 0.019 0.010 0.37
O 4.062656 -3.178791 -1.814696 0.086 -0.158 -0.169 -0.60
C 3.395993 -0.633714 -1.703651 -0.537 0.009 0.077 -0.30
H 3.189088 -1.156976 0.932881 -0.219 0.011 -0.102 0.34
H 3.640672 -2.812910 1.181810 0.130 -0.149 -0.228 0.40
H 2.293316 -2.492282 0.060076 -0.100 0.168 0.010 -0.28
H 3.855341 -0.304595 -2.630592 0.145 0.057 0.050 0.45
H 3.285927 0.164576 -0.967881 0.214 0.160 -0.179 0.14
H 2.397328 -1.025366 -1.909617 0.040 -0.065 -0.109 -0.20
C 0.706332 -3.393680 2.880610 -0.163 -0.049 0.095 -0.41
S 1.884554 -3.161647 4.219731 -0.352 0.179 0.224 0.36
O 3.222645 -3.083818 3.593479 0.477 -0.054 -0.227 -0.58
C 1.399261 -1.459491 4.556303 -0.064 -0.031 -0.301 -0.57
H 1.005050 -2.743159 2.059692 0.003 -0.041 -0.016 -0.23
H -0.292925 -3.123030 3.223707 0.002 -0.021 0.011 0.34
H 0.723444 -4.442077 2.590968 0.062 0.011 -0.077 0.45
H 2.177589 -0.999350 5.158775 -0.011 -0.114 0.171 0.40
H 0.435997 -1.467338 5.065756 0.039 0.105 0.069 0.34
H 1.310149 -0.937128 3.601309 -0.080 0.049 0.062 -0.12
C -5.260335 -0.102633 0.079229 -0.030 0.023 -0.022 -0.86
S -5.215640 -1.259910 1.458862 0.236 0.158 -0.102 0.47
O -5.884513 -2.486047 0.968745 -0.235 -0.260 0.004 -0.62
C -3.447440 -1.585192 1.362880 -0.209 0.280 0.262 -0.59
H -5.111225 -0.684910 -0.830539 0.059 -0.002 0.012 0.29
H -4.489062 0.659186 0.189198 -0.039 0.032 0.028 0.25
H -6.247074 0.353701 0.057057 -0.005 0.028 -0.003 0.38
H -3.249780 -2.360240 2.099818 0.089 -0.128 -0.120 0.34
H -2.907774 -0.680789 1.649470 0.139 -0.035 -0.089 0.24
H -3.215884 -1.905781 0.348206 0.081 -0.069 0.028 0.10
```
Forces are in eV/Å.

Its largest force on an atom is 0.0212 Eh/bohr. The spin multiplicity is 1. The value obtained for the frontier orbital gap is 7.511 eV. The total energy comes out at -3715.93728 Eh.

=====

No. 4
Formula: C2H9N3O
Source: the Open Molecules 2025 dataset
Level of theory: ωB97M-V/def2-TZVPD

```
15
Properties=species:S:1:pos:R:3:forces:R:3:mulliken_charge:R:1
C 1.917031 0.565955 -0.479993 -0.135 -0.059 -0.047 -0.62
O 0.089215 -2.376646 -0.037425 -0.079 0.135 -0.033 -0.34
N 0.323917 -1.109886 -0.513627 -2.204 0.307 0.648 0.08
N 1.277812 -0.535420 0.239201 0.210 0.769 1.521 -0.46
H 0.531912 -2.454067 0.830198 0.084 0.190 -0.185 0.36
H 1.191536 1.306224 -0.832874 0.023 -0.011 0.018 0.23
H 2.463033 0.171837 -1.335946 0.025 0.052 0.036 0.26
H 2.611624 1.050710 0.204396 0.008 -0.042 -0.044 0.29
C -1.926117 0.882153 -0.052194 -0.060 -0.225 -0.618 -0.74
N -1.017616 -0.096325 0.511320 0.497 -0.317 0.065 -0.46
H -1.565734 -0.765105 1.059112 0.033 -0.318 -0.532 0.18
H 0.607836 -0.106934 1.017219 1.487 -0.448 -0.893 0.47
H -2.666255 0.428949 -0.725750 0.018 0.140 0.030 0.26
H -2.480559 1.414753 0.733106 0.167 -0.170 0.017 0.26
H -1.357634 1.623802 -0.616742 -0.073 -0.002 0.016 0.25
```
Forces are in eV/Å.

Its largest force on an atom is 0.0451 Eh/bohr. The spin multiplicity is 1. The value obtained for the frontier orbital gap (spin up / spin down) is 9.474 / 9.466 eV. The value obtained for the energy above the lowest of the compared OMol25 structures with the same formula, charge and spin is 6.068 eV. The total energy comes out at -320.90874 Eh.

=====

No. 5
Formula: C5H6NO
Source: the Open Molecules 2025 dataset
Level of theory: ωB97M-V/def2-TZVPD

```
13
Properties=species:S:1:pos:R:3:forces:R:3:mulliken_charge:R:1
C 0.973348 -0.407826 1.569901 2.008 -0.829 1.288 -0.93
C 0.210503 -0.334671 0.390028 -0.940 1.947 -2.253 0.55
C -0.794434 -0.913227 -0.309570 0.132 -4.536 2.400 -0.41
C -1.256716 -0.168471 -1.384855 0.501 1.108 0.902 -0.25
C -0.590282 1.062765 -1.321559 -0.569 1.365 -2.356 -0.38
N 0.398676 1.011499 -0.457885 0.533 -1.996 1.968 0.56
O 1.368099 1.719429 -0.312072 -0.053 0.610 0.031 -0.41
H 0.324437 -0.355224 2.455974 -0.008 0.913 -0.031 0.32
H 1.830028 0.383793 1.509827 -1.478 -1.661 0.567 0.34
H 1.282564 -1.480222 1.775124 0.419 1.093 -0.648 0.34
H -1.108395 -1.977634 0.031236 0.173 2.084 -1.009 0.35
H -2.010244 -0.521868 -2.050987 -0.362 0.262 -0.489 0.47
H -0.627585 1.981657 -1.895161 -0.354 -0.360 -0.370 0.45
```
Forces are in eV/Å.

Its largest force on an atom is 0.0998 Eh/bohr. The spin multiplicity is 1. The value obtained for the frontier orbital gap (spin up / spin down) is 7.094 / 7.407 eV. Its charge is +1. The SMILES is CC1=CC=C[N+]1=O. The value obtained for the energy above the lowest of the compared OMol25 structures with the same formula, charge and spin is 5.014 eV. The total energy comes out at -323.68570 Eh.

=====

No. 6
Formula: C2HCl3N
Source: the Open Molecules 2025 dataset
Level of theory: ωB97M-V/def2-TZVPD

```
7
Properties=species:S:1:pos:R:3:forces:R:3:lowdin_spin:R:1
C 1.041213 0.079127 -0.002695 -2.677 0.223 0.000 0.43
C -1.482426 0.082609 0.012353 1.001 -0.399 0.033 0.26
N -0.156849 0.019231 -0.000500 0.754 0.484 0.024 0.02
Cl 3.377200 -1.185166 -0.104362 0.544 -0.520 -0.040 1.06
Cl -2.277178 -0.075285 1.482938 0.098 0.034 -0.328 0.10
Cl -2.299562 0.242980 -1.442751 0.102 -0.043 0.280 0.10
H 1.797599 0.836506 0.055017 0.178 0.220 0.031 0.03
```
Forces are in eV/Å.

Its largest force on an atom is 0.0522 Eh/bohr. The spin multiplicity is 3. The value obtained for the frontier orbital gap (spin up / spin down) is 8.773 / 7.705 eV. Its charge is +1. The value obtained for the energy above the lowest of the compared OMol25 structures with the same formula, charge and spin is 0.000 eV. The total energy comes out at -1511.67549 Eh.

=====

Which formula does entry 3 have?
C14H40CdO8S6

=====

Which formula does entry 5 have?
C5H6NO